Formula: C73H157F3N7NiO15
Source: OMol25
Level of theory: wB97M-V/def2-TZVPD

Geometry (Å):
Ni: 0.49274 4.57093 3.24499
C: -0.72855 1.77130 1.55973
O: 0.24811 1.49536 0.53100
O: -0.04299 2.78584 2.21331
C: -2.21743 2.07195 1.26119
F: -2.44033 3.36886 0.97475
F: -2.70809 1.37651 0.22459
F: -3.02447 1.72942 2.27234
C: -0.01753 0.30511 -0.19659
C: 1.36870 -0.08383 -0.58315
H: 1.88363 -0.37444 0.33254
H: 1.29494 -0.93506 -1.25995
H: 2.00383 0.58918 -1.15915
H: -0.67632 0.44281 -1.05398
H: -0.41857 -0.58516 0.28785
H: -0.80466 0.86322 2.15781
C: -6.70526 -3.69021 4.93034
C: -5.26450 -3.14741 5.03179
C: -4.41128 -4.36945 5.09951
C: -2.88144 -4.17614 4.82880
C: -2.72110 -3.45303 3.51236
C: -3.48606 -2.10113 3.42913
N: -4.89372 -2.36255 3.81459
O: -5.84073 -1.30569 3.37574
C: -2.74380 -1.06576 4.31611
C: -3.38880 -1.69699 1.94068
C: -5.04364 -2.31961 6.28694
H: -7.44802 -2.91390 5.11402
H: -6.85573 -4.59350 5.52155
H: -7.01579 -4.05262 3.95038
H: -4.56518 -4.79201 6.09242
H: -4.69795 -5.10188 4.34488
H: -2.45046 -5.17517 4.76333
H: -2.36292 -3.51011 5.51846
H: -3.17342 -3.97774 2.67082
H: -1.66318 -3.27792 3.31678
H: -2.39568 -1.32323 5.31642
H: -1.80671 -0.80727 3.82301
H: -3.27118 -0.11635 4.22337
H: -3.94625 -0.77811 1.75900
H: -2.38537 -1.55994 1.53764
H: -3.88396 -2.47694 1.36224
H: -5.58335 -1.38326 6.14522
H: -3.98008 -2.09954 6.37922
H: -5.49070 -2.84767 7.12919
H: -5.63391 -0.72887 4.11472
C: 2.02064 -0.55367 -6.83749
C: 2.13700 -1.76925 -6.00313
C: 1.20156 -2.84952 -6.62860
C: 1.71181 -3.37549 -7.95354
C: 3.02145 -4.07793 -7.82368
C: 4.03944 -3.10751 -7.11919
N: 3.48794 -2.32666 -5.94849
O: 4.41740 -1.66388 -5.28968
C: 5.22020 -4.00614 -6.54513
C: 4.65129 -2.15369 -8.17589
C: 1.66859 -1.30587 -4.56340
H: 1.11166 0.00722 -6.62010
H: 2.04067 -0.60818 -7.92594
H: 2.89579 0.07126 -6.65952
H: 0.95915 -3.67661 -5.96132
H: 0.23336 -2.37743 -6.79537
H: 1.89834 -2.68453 -8.77566
H: 0.97084 -4.04056 -8.39708
H: 3.38047 -4.44263 -8.78607
H: 2.84897 -4.90827 -7.13893
H: 4.89854 -4.74962 -5.81583
H: 5.88767 -4.57501 -7.19240
H: 5.94720 -3.41965 -5.98334
H: 4.22385 -1.15247 -8.23025
H: 5.73991 -2.10026 -8.18850
H: 4.53838 -2.55527 -9.18291
H: 1.93230 -0.25548 -4.43991
H: 2.12975 -1.92426 -3.79332
H: 0.59490 -1.27763 -4.37769
H: 4.38243 -2.14764 -4.46121
C: -2.57119 5.68646 -4.46255
C: -1.95131 4.55454 -3.69018
C: -2.74090 3.25851 -4.09036
C: -2.05710 2.06095 -3.39736
C: -0.64435 1.89544 -4.04538
C: 0.26056 3.12181 -3.85880
N: -0.49292 4.37902 -4.12542
O: 0.21596 5.54982 -4.04226
C: 1.07570 3.16226 -2.52533
C: 1.35130 2.98519 -5.02301
C: -2.11378 4.89466 -2.19518
H: -3.65525 5.76672 -4.38208
H: -2.45225 5.53462 -5.53535
H: -2.18928 6.65673 -4.14503
H: -3.77127 3.27843 -3.73533
H: -2.71730 3.23994 -5.17994
H: -2.62290 1.21138 -3.77971
H: -2.14418 2.01577 -2.31178
H: -0.80023 1.71771 -5.10944
H: -0.22593 0.93966 -3.72994
H: 1.79067 3.97217 -2.38052
H: 0.42234 3.23332 -1.65574
H: 1.63209 2.22986 -2.42967
H: 1.85504 2.02926 -4.87964
H: 0.84808 2.89583 -5.98576
H: 2.11097 3.76123 -5.11659
H: -3.09942 5.17763 -1.82566
H: -1.54189 5.80322 -2.00656
H: -1.77690 4.08216 -1.55140
H: 0.03288 5.90425 -4.91546
C: 3.31950 -3.90882 7.39043
C: 3.13435 -3.18656 5.99806
C: 2.06256 -4.06598 5.28225
C: 1.64607 -3.54658 3.95662
C: 1.23169 -2.02277 3.94649
C: 2.05062 -1.09506 4.80800
N: 2.62842 -1.77789 6.00450
O: 3.25603 -1.01466 6.88944
C: 3.15022 -0.49369 3.89410
C: 1.08670 0.00676 5.29679
C: 4.47771 -3.35450 5.28254
H: 2.42772 -3.60934 7.94102
H: 4.10306 -3.36151 7.91445
H: 3.47565 -4.98758 7.39113
H: 2.30451 -5.12849 5.25744
H: 1.15802 -3.99793 5.88664
H: 0.87773 -4.09029 3.40695
H: 2.47706 -3.60858 3.25397
H: 0.15766 -1.97014 4.12479
H: 1.26991 -1.71741 2.90083
H: 2.76497 0.39260 3.38994
H: 3.94808 -0.13926 4.54670
H: 3.54604 -1.15393 3.12241
H: 0.45147 -0.23285 6.14952
H: 1.70728 0.77522 5.75773
H: 0.35202 0.44096 4.61870
H: 4.41896 -3.33945 4.19423
H: 4.77672 -4.36885 5.54668
H: 5.28898 -2.69325 5.58701
H: 2.81456 -1.32828 7.68212
C: 0.45263 -8.93526 0.57961
C: 0.96033 -7.60311 0.02178
C: 0.86884 -7.66428 -1.53674
C: 1.02247 -6.40180 -2.33554
C: 0.00484 -5.43180 -1.71575
C: 0.13746 -5.19976 -0.19606
N: 0.20715 -6.46671 0.54910
O: 0.14517 -6.29794 1.85633
C: 1.33930 -4.33220 0.07814
C: -1.11716 -4.44554 0.23536
C: 2.43609 -7.57266 0.38686
H: -0.58441 -9.06952 0.27199
H: 0.51059 -8.97795 1.66723
H: 1.00190 -9.81580 0.24638
H: 1.62429 -8.33306 -1.94922
H: -0.04108 -8.19144 -1.82354
H: 0.66823 -6.63268 -3.34019
H: 2.06624 -6.11994 -2.47408
H: -0.89190 -5.95292 -2.05098
H: 0.06478 -4.45315 -2.19195
H: 1.67857 -4.36665 1.11342
H: 2.14801 -4.65948 -0.57529
H: 1.24825 -3.25921 -0.09072
H: -1.15837 -4.14631 1.28267
H: -1.23597 -3.56105 -0.39047
H: -1.99713 -5.07207 0.08974
H: 3.03002 -8.25667 -0.21934
H: 2.58228 -8.06807 1.34670
H: 2.96782 -6.62134 0.36835
H: -0.63291 -6.78320 2.14046
C: 8.45008 2.28254 -3.42763
C: 7.26226 3.23288 -3.15840
C: 6.33124 3.12998 -4.36485
C: 5.33378 1.96854 -4.25040
C: 4.55376 2.10489 -2.92148
C: 5.51322 2.03311 -1.65207
N: 6.66198 2.89044 -1.84871
O: 7.55290 3.02568 -0.80709
C: 4.69686 2.54255 -0.38155
C: 5.96400 0.55995 -1.37666
C: 7.69829 4.66456 -3.18443
H: 9.09071 1.99230 -2.59489
H: 9.06886 2.63928 -4.25101
H: 8.12344 1.30001 -3.76830
H: 5.74288 4.01141 -4.61987
H: 6.92461 2.84268 -5.23287
H: 5.72018 0.97580 -4.48116
H: 4.62538 2.02349 -5.07700
H: 4.05626 1.14860 -3.08306
H: 3.93659 3.00265 -2.88634
H: 4.47633 3.60940 -0.41772
H: 3.80038 1.93682 -0.24918
H: 5.34904 2.47928 0.48952
H: 6.50026 0.19069 -2.25083
H: 6.78203 0.43160 -0.66782
H: 5.10359 -0.05151 -1.10478
H: 8.24537 4.96463 -4.07817
H: 8.45342 4.81481 -2.41287
H: 6.89312 5.28812 -2.79589
H: 8.04377 2.21340 -0.95149
C: -5.82804 0.40436 -0.28506
C: -6.68725 1.52234 -1.09669
C: -8.18547 1.26153 -0.93404
C: -8.69882 1.32011 0.48330
C: -8.44922 2.76935 0.96203
C: -6.98657 3.29351 0.84517
N: -6.42471 2.92632 -0.48429
O: -5.11816 3.36009 -0.60769
C: -7.11583 4.84804 0.80912
C: -6.24797 2.89800 2.10539
C: -6.35922 1.46936 -2.58416
H: -5.97269 0.47017 0.79329
H: -4.78452 0.63681 -0.49748
H: -6.06019 -0.59284 -0.65897
H: -8.76962 1.90187 -1.59498
H: -8.36509 0.22261 -1.21060
H: -8.18898 0.63337 1.15897
H: -9.75294 1.13088 0.68611
H: -8.91103 2.87952 1.94320
H: -9.07937 3.36321 0.29995
H: -7.61250 5.16102 1.72752
H: -6.10388 5.24742 0.87661
H: -7.61147 5.20677 -0.09296
H: -6.17982 1.82633 2.29243
H: -5.25420 3.31803 1.95018
H: -6.64392 3.39227 2.99253
H: -6.78580 0.56710 -3.02242
H: -5.28697 1.38708 -2.76194
H: -6.68238 2.31746 -3.18780
H: -4.63078 2.77144 -0.02670
C: -1.29509 7.75493 2.31711
C: -1.67690 6.35352 1.83252
O: -0.45283 5.63676 1.86302
O: -0.48014 8.48030 1.47053
H: -0.92160 7.57717 3.32558
H: -2.13623 8.41051 2.54250
H: -2.04174 6.24878 0.81074
H: -2.41471 5.88134 2.48121
H: -0.07247 5.77045 0.99178
H: 0.27980 8.81345 1.95333
C: 3.22063 3.47630 4.02215
C: 3.21057 3.67332 2.50496
O: 2.45858 4.78579 2.23468
O: 1.92833 3.40553 4.50228
H: 3.73160 4.34351 4.44045
H: 3.72890 2.55145 4.29494
H: 2.76966 2.83208 1.97015
H: 4.23784 3.72837 2.14470
H: 2.87522 5.20595 1.47873
H: 1.95319 3.10334 5.41314
C: -3.34668 3.49389 4.50657
C: -1.96461 3.26027 5.03300
O: -1.09601 4.32011 4.73952
O: -4.26164 4.27794 5.20555
H: -3.69936 2.46677 4.41316
H: -3.28266 3.93378 3.51133
H: -1.53096 2.37817 4.56189
H: -1.99585 3.06742 6.10535
H: -1.11473 4.88580 5.51492
H: -5.09967 3.81129 5.24494

Output
total charge: +1
expectation value of S²: 2.00
spin multiplicity: 3
orbital gap (alpha / beta): 6.22 / 4.99 eV
energy: -168563.962 eV
HOMO energy (alpha / beta): -0.3403 / -0.3403 hartree